The following is a DFT calculation (ωB97M-V/def2-TZVPD) of 11 unconnected molecules or ions with the total composition C5H34N2O10 in a non-equilibrium geometry.

LUMO energy	0.09	eV
molar mass	282.33	g mol⁻¹
SMILES	C[C@H](N)CN(C)C.O.O.O.O.O.O.O.O.O.O
energy	-1072.6765	Eh
relative energy (zero: lowest compared OMol25 entry of this formula, charge and spin)	5.272	eV

CARTESIAN COORDINATES (ANGSTROEM)
1 N 0.43371 -0.05254 0.64698
2 C -0.67567 0.65186 1.46473
3 C 0.05065 1.61735 2.50201
4 C -1.72765 1.29024 0.53742
5 N -2.41832 0.16217 -0.05981
6 C -2.55265 0.33549 -1.57527
7 C -3.62095 -0.25768 0.63192
8 H 1.18685 -0.41395 1.17398
9 H 0.10010 -0.97909 0.44713
10 H -1.16746 -0.17803 2.09589
11 H -0.67369 1.80458 3.36504
12 H 0.82778 1.16598 3.14021
13 H 0.48249 2.61855 2.16061
14 H -2.44563 1.92287 1.24330
15 H -1.29703 2.00064 -0.04761
16 H -3.16297 1.13564 -2.00717
17 H -2.69868 -0.67841 -2.03362
18 H -1.58737 0.46299 -2.00739
19 H -3.52934 -0.06248 1.62295
20 H -4.54204 0.29250 0.11855
21 H -3.70011 -1.42408 0.41257
22 H 2.72131 -1.84105 -3.74397
23 H 2.12446 -2.24457 -2.42860
24 O 1.91328 -1.82557 -3.31169
25 H -0.90147 4.27727 -0.17003
26 H -1.11892 3.56985 1.07702
27 O -1.44325 4.43187 0.65331
28 H 1.99269 1.52171 -2.00957
29 H 1.61255 0.92888 -0.65163
30 O 2.27063 1.41341 -1.03616
31 H 2.31833 -1.70328 -0.22080
32 H 1.90891 -3.17812 -0.27714
33 O 2.61219 -2.54212 -0.65639
34 H 2.28141 -1.73920 3.10163
35 H 1.05544 -2.72156 2.75377
36 O 1.52169 -1.83363 2.40947
37 H -0.63683 -1.98464 -0.54444
38 H 0.44074 -2.62234 -1.55265
39 O -0.46253 -2.65125 -1.29599
40 H -0.19801 -3.90677 -0.19819
41 H 0.77159 -5.14098 0.12069
42 O 0.70714 -4.21283 0.26391
43 H 3.88922 1.22196 3.21681
44 H 2.68130 0.77529 3.94310
45 O 3.34795 0.46360 3.36587
46 H 0.65542 4.46613 -1.95757
47 H 1.28287 3.53828 -0.81933
48 O 0.55882 4.03007 -1.09967
49 H 0.01879 -1.11102 -3.74896
50 H -1.07010 -0.44998 -4.70700
51 O -0.13765 -0.34394 -4.30829



The following is a DFT calculation (ωB97M-V/def2-TZVPD) of 2 unconnected molecules or ions with the total composition C6H12NO4S in a non-equilibrium geometry.

LUMO energy	3.13	eV
molar mass	194.23	g mol⁻¹
net charge	-1
energy	-989.6354	Eh

CARTESIAN COORDINATES (ANGSTROEM)
1 C 1.05423 -0.12951 -0.25219
2 C 0.63972 -1.36972 -0.42448
3 C -1.40215 1.03176 -0.29830
4 C 0.98822 -2.43783 0.56918
5 C -0.21860 -1.57448 -1.68692
6 C 2.31633 2.29847 0.58278
7 N -2.30576 0.23162 0.64332
8 O -3.65303 0.71386 0.44721
9 O -1.85324 0.45226 1.97947
10 O -1.60924 0.85299 -1.48488
11 O -0.79213 1.86300 0.36660
12 S 2.28984 0.41717 0.89341
13 H 0.89086 0.73838 -0.91840
14 H 0.55662 -3.41301 0.14725
15 H 0.55973 -2.21378 1.46150
16 H 1.97639 -2.47143 0.91767
17 H 0.41704 -1.04222 -2.48749
18 H -1.20695 -1.17401 -1.56632
19 H -0.38986 -2.64161 -1.88514
20 H 3.24174 2.84054 0.82486
21 H 1.60469 2.74219 1.22617
22 H 2.06690 2.61288 -0.43891
23 H -3.89844 0.46525 -0.43567
24 H -1.27289 1.20723 1.81929



Q: Among the records above, which one has the lowest molar mass?
A: C6H12NO4S



Q: What is the energy in the first record?
A: -1072.6765 Eh